#one
The following is a quantum chemistry calculation of a 2-piece molecular cluster, C4H12O overall, from OMol25.

Geometry (Å):
C  1.9607  0.3179  -0.6375
C  1.3152  1.2056  -1.7086
C  1.5540  0.6593  0.8007
H  1.7030  -0.7233  -0.8618
H  3.0409  0.3301  -0.7235
H  1.0192  2.1789  -1.2940
H  0.4070  0.7700  -2.1242
H  2.3290  0.3889  1.5048
H  1.2831  1.7017  0.9024
H  2.0011  1.3665  -2.5331
H  0.6899  0.0817  1.1135
C  -1.8110  -0.7134  0.9872
O  -2.9388  -1.4094  0.4996
H  -2.7050  -2.0079  -0.2519
H  -2.2096  0.1523  1.5070
H  -1.4657  -1.4544  1.7553
H  -1.1048  -0.5576  0.1808

Computed properties:
**HOMO energy (alpha / beta)**: -0.5330 / -0.5329 Ha
**Total charge**: +1
**Orbital gap (alpha / beta)**: 9.894 / 3.700 eV
**Spin multiplicity**: 2
**Expectation value of S²**: 0.754

Atom charges from the Mulliken analysis, given in e for atoms 1 to 8: number 1, C, carries -0.273; number 2, C, carries -1.026; number 3, C, carries -0.774; number 4, H, carries 0.277; number 5, H, carries 0.362; number 6, H, carries 0.290; number 7, H, carries 0.258; number 8, H, carries 0.343



#two
The following is a quantum chemistry calculation of a 2-piece molecular cluster, C4H12O overall, from OMol25.

Geometry (Å):
C  1.7996  -1.6734  0.5101
O  2.0719  -1.9921  1.8449
H  1.9560  -2.9638  1.9664
H  1.1002  -0.8246  0.4943
H  1.2943  -2.4898  -0.0095
H  2.7921  -1.5212  0.0296
C  -0.8714  0.6412  -0.0568
C  0.1775  1.1670  -0.9816
C  -2.3044  1.1795  -0.1677
H  -0.5426  0.7362  0.9826
H  -1.0104  -0.4552  -0.2282
H  1.1635  0.7716  -0.7507
H  -0.0445  1.0685  -2.0384
H  -3.0483  0.5066  -0.5849
H  0.4263  2.2314  -0.8899
H  -2.3505  2.0004  -0.8945
H  -2.6093  1.6177  0.7742

Computed properties:
**HOMO energy (alpha / beta)**: -0.5423 / -0.5333 Ha
**Total charge**: +1
**Orbital gap (alpha / beta)**: 10.496 / 3.632 eV
**Spin multiplicity**: 2
**Expectation value of S²**: 0.754

Atom charges from the Mulliken analysis, given in e for atoms 1 to 8: number 1, C, carries -0.120; number 2, O, carries -0.115; number 3, H, carries 0.450; number 4, H, carries -0.092; number 5, H, carries 0.351; number 6, H, carries 0.339; number 7, C, carries -0.034; number 8, C, carries -1.013



Quick ranking, most stable first: #one, #two.